[1]
DFT (ωB97M-V/def2-TZVPD) results for 2 unconnected molecules or ions with the total composition C2H5BrSi in a non-equilibrium geometry.

Last column: Mulliken charge in e.
CARTESIAN COORDINATES (ANGSTROEM)
Br -2.82700 -0.46527 0.30776  -0.247
Si -1.56361 1.30186 -0.61024  0.257
C 0.51057 -0.70804 0.25843  -0.784
C 1.48433 -0.14122 -0.40504  -0.411
H 1.61006 0.88620 -0.23872  0.308
H -1.47729 1.76701 0.78827  -0.041
H 0.12503 -0.26247 1.18153  0.482
H 0.18083 -1.74651 0.03045  0.222
H 1.95709 -0.63155 -1.31243  0.215

Computed properties:
- Orbital gap: 0.3021 Ha
- Energy relative to the best compared isomer or geometry (same formula, charge and spin): 1.830 eV
- Multiplicity: 1



[2]
DFT (ωB97M-V/def2-TZVPD) results for C4H7N3 in the gas phase in a non-equilibrium geometry.

Last column: Mulliken charge in e.
CARTESIAN COORDINATES (ANGSTROEM)
N 0.76108 1.97084 0.00072  -0.527
N -1.31155 0.96380 0.30856  -0.718
N 1.80403 -0.79575 -0.35234  -0.592
C -1.80011 -0.43065 0.27209  -0.361
C -0.60044 -1.26254 -0.01074  -0.617
C 0.48770 -0.51409 -0.13396  0.631
C -0.03258 0.86329 0.07296  0.230
H -0.62995 -2.33758 -0.08978  0.379
H 2.40300 -0.15839 0.17008  0.252
H 2.02656 -1.76644 -0.14848  0.253
H 1.48671 1.89591 -0.70334  0.243
H 0.20137 2.81016 -0.10646  0.314
H -2.55140 -0.54272 -0.51574  0.256
H -2.24441 -0.69588 1.23642  0.258

Computed properties:
- Orbital gap: 0.3438 Ha
- SMILES: NC1=CCN=C1N
- Energy relative to the best compared isomer or geometry (same formula, charge and spin): 0.156 eV
- Multiplicity: 1



[3]
DFT (ωB97M-V/def2-TZVPD) results for C17H24N4O3 in the gas phase in a non-equilibrium geometry.

Last column: Mulliken charge in e.
CARTESIAN COORDINATES (ANGSTROEM)
O 1.46816 -1.03041 1.51532  -0.363
O 4.26912 0.11557 -1.38369  -0.683
O 0.81040 -1.78402 -5.85384  -0.164
N 2.09052 -1.37809 -5.70573  -0.539
N 4.03998 -1.69413 -2.70685  -0.183
N 0.40150 -1.82316 -0.22044  -0.748
N 1.72622 -2.03696 -0.40612  -0.009
C 1.21385 -1.78526 -3.68125  0.342
C 4.25682 -1.08959 -1.52139  0.478
C -3.40948 3.46220 2.96935  -0.703
C -4.70143 3.07725 2.25693  -0.676
C -1.08037 0.77184 1.45090  -1.189
C 2.33657 -1.55885 0.62670  0.553
C -2.31147 1.34065 2.16278  0.780
C 0.28765 -2.02907 -4.64755  -0.815
C -0.98190 -0.75693 1.54836  -0.512
C 3.68124 -0.95201 -3.89432  -0.562
C -4.82013 1.55963 2.16993  -0.750
C 2.35060 -1.36441 -4.42295  0.370
C -3.61213 0.96443 1.45117  -0.898
C -2.20419 2.86552 2.24909  -0.985
C 4.53612 -2.04313 -0.36291  -0.685
C 0.26847 -1.22895 0.91671  0.423
C 3.79650 -1.53924 0.87403  -0.608
H -0.18231 1.20529 1.89837  0.391
H -3.71927 -0.12066 1.40803  0.344
H -1.28776 3.14202 2.77544  0.394
H 3.65901 0.10391 -3.60238  0.317
H -5.55999 3.48921 2.79109  0.331
H -3.43827 3.09113 3.99668  0.327
H -1.81288 -1.23327 1.03089  0.281
H 4.09504 -0.50800 1.08128  0.270
H -0.72964 -2.36338 -4.61450  0.468
H -4.88227 1.14359 3.17845  0.331
H 5.61036 -2.04241 -0.16950  0.334
H 4.21463 -3.05412 -0.60840  0.357
H 3.93878 -2.69533 -2.74523  0.286
H -1.10143 1.06030 0.39779  0.385
H -3.31398 4.54915 3.00947  0.353
H -2.34197 0.93853 3.18232  0.341
H -4.69933 3.49916 1.24939  0.309
H -2.14538 3.27733 1.23896  0.332
H -3.57979 1.33975 0.42576  0.299
H 1.12251 -1.88651 -2.62112  0.383
H 4.02697 -2.14727 1.75245  0.364
H 4.43510 -1.08179 -4.67792  0.277
H -5.73478 1.28658 1.63965  0.359
H -0.98595 -1.05609 2.59882  0.295

Computed properties:
- Orbital gap: 0.3818 Ha
- SMILES: O=C(CCc1nnc(CCC2CCCCC2)o1)NCc1ccon1
- Energy relative to the best compared isomer or geometry (same formula, charge and spin): 2.276 eV
- Multiplicity: 1



[4]
DFT (ωB97M-V/def2-TZVPD) results for a molecular structure, C39H14BrF15GeN3O4RuS2.

Last column: Mulliken charge in e.
CARTESIAN COORDINATES (ANGSTROEM)
Ru -1.31165 -0.68256 -0.79698  0.399
Br -0.21612 -0.20418 -4.01491  -0.008
Ge 2.53096 0.46042 -0.15868  0.439
S -1.69049 1.63030 1.49041  0.366
S 0.93509 -1.04230 -0.24982  -0.240
F 5.21891 -1.07355 0.65745  -0.312
F 2.68182 -1.57986 -2.76375  -0.173
F 6.74726 -0.14917 -4.54108  -0.302
F 0.85804 1.77059 -2.32247  -0.097
F 4.53952 -1.72218 -4.65119  -0.310
F 5.18483 1.76866 -0.56781  -0.395
F 2.69709 5.66101 0.96952  -0.313
F 1.07120 6.28875 -1.10762  -0.314
F 4.99516 -0.66597 5.30260  -0.304
F 3.41019 3.12255 1.40739  -0.361
F 0.16414 4.33400 -2.76677  -0.324
F 7.06715 1.59978 -2.48457  -0.294
F 2.68107 0.73757 5.09185  -0.298
F 1.64140 1.25202 2.67244  -0.292
F 6.24987 -1.56037 3.06852  -0.299
O -2.30473 2.92821 1.55517  -0.730
O -0.28414 1.53422 1.22311  0.117
O -1.76387 -4.51616 0.21109  -0.707
O -1.83449 -2.28124 0.22332  -0.300
N -3.28633 -0.74543 -1.61106  0.386
N -2.38737 0.71800 0.33879  0.438
N -0.77707 -2.13967 -2.17858  0.664
C 4.48008 -0.41035 4.10497  0.712
C 4.99918 0.90364 -1.57751  0.286
C -3.67587 -1.41579 -2.67523  -0.143
C -5.02584 -1.62652 -2.98863  -1.190
C -0.27847 -1.97162 -3.39491  -0.230
C 3.30022 0.30438 3.99461  0.065
C 5.11849 -0.86263 2.96483  0.007
C -1.79929 -0.54497 3.13553  -0.513
C -2.29507 -0.39797 5.48355  -0.437
C 3.39678 0.13502 1.57353  -0.577
C -6.07137 0.91477 0.94025  -0.980
C 0.02141 -4.31409 -3.64089  -0.499
C -1.54652 -3.44566 -0.30069  0.079
C 1.34082 2.72547 -1.50213  0.194
C -4.23588 -0.21043 -0.78641  0.332
C -0.92058 -3.37403 -1.67698  0.695
C 2.78034 0.55982 2.73991  0.592
C 4.56662 -0.59013 1.72536  0.433
C -1.96143 -1.15617 4.36802  -0.830
C 2.14663 2.35845 -0.44362  0.263
C 0.14733 -3.03841 -4.16744  -0.714
C 4.69395 -0.85732 -3.64561  -0.037
C 5.82024 -0.05858 -3.59362  0.727
C -5.98794 -1.13438 -2.15327  -0.585
C -0.53486 -4.49299 -2.38143  -0.666
C 3.73366 -0.75743 -2.65174  -0.394
C 5.98041 0.83280 -2.54594  0.079
C 2.24520 4.69978 0.16447  0.303
C 1.41725 5.02371 -0.89515  0.736
C -1.98453 0.82825 3.03826  0.418
C -5.61259 -0.39395 -1.01418  1.017
C -6.53687 0.17846 -0.11128  -0.976
C 0.96216 4.02865 -1.74307  0.031
C -3.76496 0.57055 0.30234  0.218
C 3.85369 0.12386 -1.59275  0.309
C -4.69482 1.12897 1.15130  -0.663
C -2.47660 0.97290 5.37181  -0.705
C 2.60115 3.37806 0.37163  0.134
C -2.32599 1.59600 4.14108  -0.338
H -1.53504 -1.12942 2.26353  0.435
H -4.37340 1.75430 1.97080  0.438
H -2.46702 2.66235 4.02747  0.519
H 0.56827 -2.86169 -5.14576  0.587
H 0.35330 -5.16615 -4.21893  0.441
H -6.77276 1.36177 1.63263  0.410
H -7.59655 0.03062 -0.27128  0.402
H -0.67158 -5.46396 -1.92814  0.571
H -5.27593 -2.18553 -3.87870  0.428
H -2.41544 -0.87967 6.44530  0.403
H -2.90796 -1.81391 -3.32268  0.452
H -1.82463 -2.22588 4.45560  0.471
H -7.03901 -1.29662 -2.35798  0.446
H -2.73585 1.56023 6.24277  0.409

Computed properties:
- Orbital gap (spin up / spin down): 0.2669 / 0.2360 Ha
- <S²>: 0.7569
- Energy relative to the best compared isomer or geometry (same formula, charge and spin): 0.745 eV
- Multiplicity: 2



[5]
DFT (ωB97M-V/def2-TZVPD) results for a molecular structure, C28H49As2F12HfN7 in a non-equilibrium geometry.

Last column: Mulliken charge in e.
CARTESIAN COORDINATES (ANGSTROEM)
Hf 14.84568 9.76028 -2.64689  1.565
As 12.90067 6.57519 -0.99821  2.024
As 11.65486 10.40417 -5.08971  1.969
F 14.47041 6.02630 -0.44400  -0.601
F 10.28942 10.42726 -6.16032  -0.488
F 13.05817 5.79508 -2.54928  -0.189
F 13.12953 10.25562 -3.94280  -0.477
F 13.84227 7.96914 -1.75144  0.618
F 10.89277 11.23890 -3.77143  -0.430
F 12.03663 5.21948 -0.38794  -0.418
F 11.18198 8.90520 -4.38126  -0.416
F 12.59540 9.61824 -6.30074  -0.409
F 12.70847 7.61237 0.38824  -0.426
F 11.41972 7.29593 -1.58971  -0.495
F 12.22330 11.96727 -5.59220  -0.436
N 16.39686 8.66924 -1.21880  -0.884
N 14.26870 2.72125 -5.41250  -0.550
N 12.74714 10.26156 -1.46313  -0.290
N 10.38414 3.04173 -4.17941  -0.521
N 14.26451 8.03858 -4.30323  -0.508
N 5.12871 3.98005 1.65056  -0.394
N 15.90572 1.95214 4.70347  -0.386
C 17.02199 8.02001 -0.49922  0.571
C 14.40455 7.14183 -5.01824  0.269
C 13.50662 4.68252 3.19449  -1.405
C 14.58822 6.00273 -5.89340  0.426
C 19.98558 8.49936 -0.25829  -1.148
C 10.07796 5.61286 -4.34545  0.899
C 13.89364 2.81531 -4.33479  0.014
C 14.50756 6.33716 -7.38520  -0.487
C 19.05105 8.15340 0.90058  -0.563
C 9.44018 6.12542 -5.62988  -0.759
C 15.72351 7.06937 -7.98194  -1.371
C 7.54577 3.92797 2.64304  -0.471
C 9.53759 9.85391 0.00162  -0.264
C 10.22777 4.17518 -4.27165  0.059
C 13.51458 1.76554 -2.03766  -0.814
C 10.41900 6.16453 -6.81248  -0.743
C 14.85028 4.56333 2.46948  0.679
C 8.97818 3.66382 0.51004  -0.795
C 13.51632 2.99561 -2.92867  1.029
C 13.10512 1.96306 -0.56779  -0.423
C 10.86542 10.57211 0.33707  -0.522
C 17.86741 7.27556 0.43009  -0.124
C 8.99149 10.10660 -1.38774  -0.950
C 15.80390 2.51940 3.71384  -0.013
C 11.92148 10.40212 -0.67194  0.249
C 6.19082 3.97030 2.08589  0.194
C 15.60999 3.23880 2.46915  -0.106
C 8.49151 3.06351 1.81784  -0.488
H 11.28722 10.04919 1.20093  0.325
H 9.55825 9.74689 -2.24831  0.007
H 18.23876 6.42250 -0.14483  0.340
H 14.24101 3.71947 -2.55280  -0.064
H 16.64794 6.55003 -7.72118  0.354
H 15.48316 5.26758 3.02031  0.264
H 14.79485 4.86452 1.42431  -0.343
H 14.53992 1.38517 -1.96500  0.400
H 20.19412 7.63608 -0.89655  0.327
H 10.81043 11.64634 0.52147  0.416
H 7.97391 4.93322 2.67375  0.232
H 9.76963 8.80125 0.16760  0.163
H 15.60556 5.64832 -5.69644  0.470
H 12.99476 0.93953 -2.52480  0.421
H 7.48738 3.58660 3.67628  0.321
H 13.59161 6.87501 -7.63449  0.189
H 7.98855 9.69666 -1.49842  0.413
H 9.38483 2.94273 2.44014  0.249
H 11.24550 6.85340 -6.60636  -0.134
H 15.65623 7.23646 -9.05237  0.402
H 9.57473 5.99669 -3.45463  0.378
H 20.97133 8.81755 0.08064  0.360
H 8.82787 10.15936 0.76827  0.377
H 13.21525 5.72475 3.04475  0.294
H 18.73793 9.07248 1.39200  0.356
H 19.60373 7.53393 1.60512  0.348
H 15.85401 8.06733 -7.54644  0.306
H 19.64107 9.29534 -0.92395  0.313
H 10.84008 5.21382 -7.14304  0.381
H 9.60799 2.89908 0.05676  0.159
H 8.92694 11.17408 -1.62247  0.377
H 13.69838 4.59056 4.26619  0.451
H 12.49260 3.37160 -2.91494  -0.290
H 9.05580 7.13824 -5.52708  0.348
H 17.30679 6.91708 1.29498  0.128
H 13.86911 2.58119 -0.08998  -0.163
H 9.60691 4.54755 0.65391  0.172
H 12.68492 4.00437 2.97492  0.359
H 9.86211 6.57099 -7.65819  0.413
H 11.08274 6.03778 -4.22962  -0.662
H 8.13954 3.99568 -0.10496  0.425
H 15.10996 2.54814 1.78329  -0.044
H 13.17314 0.99438 -0.07520  0.479
H 13.80255 5.31978 -5.54313  -0.313
H 8.62092 5.45731 -5.89846  0.394
H 12.11989 2.40072 -0.42172  -0.067
H 14.40974 5.42182 -7.96957  0.467
H 16.59668 3.42299 2.03389  0.328
H 8.08409 2.06738 1.64488  0.372

Computed properties:
- Orbital gap: 0.0988 Ha
- Total charge: +2
- Energy relative to the best compared isomer or geometry (same formula, charge and spin): 0.249 eV
- Multiplicity: 1